(1)
# C12H20N4O3

C12H20N4O3 in the gas phase at a distorted geometry (ωB97M-V with the def2-TZVPD basis set, OMol25).

Calculated values
Largest force on an atom   4.65 eV/Å
SMILES string   CC(C)C[C@H](NC(=O)[C@@H](N)Cc1c[nH]cn1)C(=O)O
Total charge   0
Highest occupied orbital energy   -8.592 eV
Orbital gap   9.253 eV
Energy relative to the best compared isomer or geometry (same formula, charge and spin)   173.21 kJ/mol

XYZ file:
```
39
Properties=species:S:1:pos:R:3:forces:R:3:nbo_charge:R:1
C 1.621007 -2.435086 0.103117 2.314 -0.745 0.944 -0.14
C 0.564202 -1.813190 0.951506 -0.744 -0.278 0.574 0.68
C 2.237059 -1.349403 -0.793334 0.777 -0.176 -0.877 -0.42
C 2.773054 -0.073811 -0.178757 1.191 -3.190 -0.606 0.09
C 4.113591 0.239706 0.015061 1.335 -1.850 -1.226 -0.09
C 2.769481 1.905011 0.560630 0.317 -0.777 -1.382 0.14
C -1.628761 -0.788099 0.568897 -1.308 -0.014 0.466 -0.15
C -3.052573 -1.272856 0.260971 -0.508 0.433 0.539 0.80
C -1.363526 0.435220 -0.309086 -0.543 0.322 -0.539 -0.42
C -1.989868 1.789205 0.097462 0.506 -0.559 0.885 -0.22
C -0.940692 2.878377 -0.202299 0.584 1.719 0.756 -0.61
C -3.402394 2.080735 -0.482656 0.773 -0.903 1.015 -0.62
H 1.121178 -4.465650 -0.140761 -0.037 1.525 -0.647 0.37
H 2.036230 -3.815031 -1.353716 -1.773 0.508 0.991 0.36
H 2.442315 -2.707558 0.844551 -0.896 0.146 -0.784 0.19
H 3.073588 -1.823363 -1.343295 -0.158 0.065 0.366 0.21
H 1.559040 -1.085279 -1.608274 -0.377 0.075 0.224 0.23
H 5.123449 -0.296341 -0.106533 -2.128 0.762 0.031 0.22
H 2.482942 2.920213 0.827756 0.087 -0.429 -0.012 0.20
H 4.914462 2.163127 0.610599 -1.872 -1.732 -0.596 0.43
H -0.755381 -2.526515 -0.448189 -0.004 1.148 0.528 0.44
H -1.652823 -0.482674 1.633627 0.444 -0.391 -0.472 0.24
H -1.708017 0.146523 -1.309542 0.257 0.209 -0.169 0.20
H -0.295298 0.598807 -0.337332 0.256 -0.298 -0.004 0.26
H -2.058144 1.767095 1.220599 -0.196 0.049 -0.842 0.20
H 0.138650 2.643405 0.213960 -2.380 0.319 -0.864 0.23
H -1.298763 3.871401 0.257299 0.611 -1.346 -0.419 0.20
H -0.874589 3.131673 -1.278719 0.160 -0.485 0.339 0.20
H -3.563341 3.126244 -0.300178 -0.604 0.527 -0.112 0.21
H -3.490913 1.838833 -1.533910 0.229 0.167 -0.368 0.20
H -4.153352 1.457049 0.039171 0.349 0.584 -0.192 0.22
H -4.799921 -1.052345 0.884112 -0.870 -0.208 -0.248 0.49
N 1.195496 -3.585265 -0.724735 1.704 -1.318 -0.222 -0.84
N 1.964551 0.906570 0.155680 0.206 2.929 1.209 -0.46
N 4.089137 1.524951 0.351277 0.653 3.879 2.480 -0.51
N -0.662467 -1.824574 0.311787 0.596 -0.377 0.524 -0.65
O 0.858072 -1.355817 2.055375 -0.965 -0.004 -1.400 -0.60
O -3.424079 -2.020399 -0.605868 0.553 0.090 0.307 -0.59
O -3.962612 -0.650879 1.093763 1.462 -0.378 -0.198 -0.70
```
Positions in Å, forces in eV/Å.

=====

(2)
# C12H20O4S2

C12H20O4S2 in the gas phase at a distorted geometry (ωB97M-V with the def2-TZVPD basis set, OMol25).

Calculated values
Largest force on an atom   3.44 eV/Å
SMILES string   CC(=O)O[C@H](CCCCCSC(C)=O)SC(C)=O
Total charge   0
Highest occupied orbital energy   -9.270 eV
Orbital gap   9.823 eV
Energy relative to the best compared isomer or geometry (same formula, charge and spin)   34.27 kJ/mol

XYZ file:
```
38
Properties=species:S:1:pos:R:3:forces:R:3:nbo_charge:R:1
O 1.812011 3.372656 -2.241024 -1.163 -2.413 1.283 -0.60
O 2.386060 -4.445083 0.463222 0.999 0.407 2.121 -0.56
O -2.190420 4.764144 0.376574 0.035 0.668 -0.416 -0.57
O 0.561230 1.851376 -1.053409 0.273 0.175 0.070 -0.53
S 2.731643 -2.202456 1.689258 -0.108 0.324 1.071 0.15
S -1.884794 2.414759 -0.541986 0.163 -1.028 -0.846 0.21
C 1.503983 2.207912 -1.937826 1.587 2.393 -1.894 0.80
C 3.052584 -3.922961 1.367566 -0.992 -1.179 -2.909 0.40
C -2.778105 3.859084 -0.170661 0.339 0.839 2.046 0.39
C 2.223012 1.051762 -2.629803 0.107 -0.315 -0.172 -0.72
C 4.220687 -4.664056 2.010699 0.336 1.062 0.792 -0.71
C -4.288189 3.880832 -0.260816 0.024 -2.421 0.577 -0.70
C 0.878016 -2.163388 1.652911 -0.183 -0.533 0.030 -0.48
C -0.108641 2.883279 -0.304242 -0.088 0.823 0.608 -0.02
C 0.339228 -0.861167 2.265612 1.079 -0.232 -0.697 -0.41
C 0.351042 2.914569 1.176874 -0.710 -0.710 0.008 -0.43
C 0.582751 0.352295 1.420750 -0.062 0.820 -0.422 -0.40
C 0.074291 1.663685 2.048131 0.149 -0.418 -1.186 -0.39
H 1.543231 0.445337 -3.251814 0.000 0.316 0.373 0.24
H 3.018103 1.437835 -3.312695 -0.733 -0.082 0.805 0.25
H 2.669594 0.357767 -1.900425 -0.170 0.291 -0.137 0.24
H 3.885764 -5.123299 2.965255 0.230 0.512 -0.406 0.25
H 5.091216 -3.964473 2.199805 -1.056 -0.756 -0.020 0.23
H 4.550574 -5.475718 1.375291 -0.110 -0.002 -0.311 0.24
H -4.668315 2.850971 -0.514996 0.191 1.089 0.106 0.22
H -4.547797 4.566746 -1.013179 -0.534 0.876 -1.051 0.24
H -4.741569 4.194520 0.698616 0.540 -0.096 -0.477 0.25
H 0.562525 -2.325081 0.621168 -0.057 0.101 0.096 0.23
H 0.526324 -3.016616 2.257807 0.262 0.275 -0.320 0.23
H 0.103946 3.882685 -0.738774 -0.357 -0.722 0.032 0.26
H 0.889176 -0.699182 3.158258 0.207 -0.041 1.372 0.20
H -0.712126 -0.921106 2.478346 -0.536 -0.371 0.201 0.21
H 1.403550 3.164047 1.183625 0.454 -0.095 -0.129 0.22
H -0.142343 3.739506 1.685008 -0.165 0.287 -0.342 0.24
H 0.012292 0.221927 0.507575 0.258 -0.080 -0.430 0.20
H 1.652877 0.463553 1.180318 -0.285 -0.139 -0.114 0.20
H 0.546950 1.819885 3.003682 0.081 0.100 0.524 0.21
H -1.001637 1.532179 2.194029 -0.003 0.274 0.163 0.20
```
Positions in Å, forces in eV/Å.